Entry 1:
A cluster of 14 separate species, C56H100O34S8 in total in a non-equilibrium geometry, computed with the ωB97M-V functional and the def2-TZVPD basis.

XYZ file:
```
198
Properties=species:S:1:pos:R:3:mulliken_charge:R:1
C 4.275 -4.293 -2.634 -1.343
C 2.841 -4.585 -2.282 0.591
C 2.702 -5.764 -1.256 -1.023
O 1.484 -5.411 -0.621 -0.342
C 1.364 -4.081 -0.705 -0.154
O 0.550 -3.463 -0.095 -0.404
O 2.187 -3.523 -1.584 0.687
H 4.575 -5.120 -3.300 0.425
H 4.910 -4.272 -1.736 0.216
H 4.364 -3.356 -3.196 0.051
H 2.252 -4.886 -3.166 0.304
H 3.574 -5.816 -0.614 0.382
H 2.520 -6.685 -1.811 0.362
C 6.629 -1.348 -0.175 -1.187
C 7.361 -0.097 0.303 0.583
C 6.554 1.143 -0.196 -0.226
O 6.171 1.812 1.012 -0.275
C 6.600 1.119 2.087 0.523
O 6.351 1.398 3.199 -0.537
O 7.305 0.060 1.734 -0.367
H 6.554 -1.368 -1.276 0.317
H 5.620 -1.311 0.199 -0.005
H 7.034 -2.257 0.183 0.539
H 8.431 -0.160 0.061 0.305
H 5.724 0.911 -0.821 -0.010
H 7.199 1.803 -0.830 0.300
C 4.503 2.028 7.192 -1.603
C 4.660 1.692 5.725 0.548
C 4.536 0.209 5.343 -0.866
O 3.576 0.269 4.235 0.486
C 3.100 1.542 4.069 -0.145
O 2.307 1.861 3.239 -0.280
O 3.687 2.378 4.955 -0.360
H 5.398 1.642 7.736 0.384
H 3.677 1.470 7.734 0.314
H 4.365 3.080 7.436 0.380
H 5.644 1.996 5.351 0.226
H 3.968 -0.434 6.043 0.510
H 5.526 -0.203 5.120 0.387
C -3.626 -4.701 -2.538 -0.980
C -2.611 -4.256 -3.578 0.164
C -1.616 -3.212 -3.128 0.905
O -0.454 -3.997 -2.829 0.430
C -0.612 -5.268 -3.297 0.093
O 0.261 -6.080 -3.224 -0.584
O -1.743 -5.405 -3.867 -0.441
H -4.053 -5.600 -2.897 0.534
H -4.355 -3.915 -2.347 -0.027
H -3.051 -4.808 -1.581 0.125
H -2.992 -3.857 -4.504 0.579
H -1.876 -2.631 -2.183 -0.415
H -1.424 -2.481 -3.933 -0.506
C -1.173 1.385 -6.760 -1.711
C -1.876 1.616 -5.407 1.304
C -3.313 1.977 -5.729 -0.453
O -3.995 1.012 -4.883 -0.325
C -3.179 0.150 -4.350 -0.044
O -3.527 -0.823 -3.682 -0.408
O -1.895 0.394 -4.613 0.490
H -0.098 1.248 -6.613 0.185
H -1.350 2.351 -7.251 0.514
H -1.673 0.698 -7.421 0.396
H -1.383 2.351 -4.780 -0.358
H -3.601 1.738 -6.767 0.388
H -3.778 2.946 -5.401 0.198
C -0.093 2.509 5.367 -1.023
C 0.167 3.899 4.925 0.920
C 0.215 4.141 3.371 0.248
O -0.704 5.245 3.134 -0.315
C -1.377 5.492 4.275 0.461
O -2.308 6.217 4.353 -0.566
O -0.925 4.783 5.283 -0.432
H -0.640 2.616 6.299 0.613
H 0.806 1.946 5.610 -0.068
H -0.503 1.918 4.566 -0.001
H 1.088 4.423 5.280 0.301
H -0.061 3.299 2.775 -0.406
H 1.184 4.545 3.108 0.325
C -7.038 -1.313 -1.969 -0.387
C -6.766 0.175 -1.653 -0.874
C -5.553 0.269 -0.804 1.131
S -5.543 -1.244 0.129 0.900
O -5.784 -1.098 1.542 -0.774
O -4.362 -2.021 -0.253 -0.261
C -7.027 -2.002 -0.656 -1.009
H -6.292 -1.632 -2.663 0.069
H -8.017 -1.430 -2.444 0.463
H -7.583 0.562 -1.016 0.414
H -6.654 0.746 -2.591 0.403
H -5.428 1.243 -0.190 -0.242
H -4.575 0.137 -1.395 -0.772
H -7.750 -1.736 0.132 0.447
H -6.959 -3.078 -0.708 0.379
C 4.248 -3.961 4.233 -1.009
C 2.766 -4.032 3.914 -0.693
C 2.552 -4.039 2.381 1.156
S 3.904 -2.982 1.815 0.863
O 3.509 -1.665 1.420 -0.163
O 4.737 -3.744 0.895 -0.711
C 4.759 -2.851 3.463 -0.022
H 4.727 -4.901 3.908 0.287
H 4.419 -3.719 5.244 0.505
H 2.278 -3.174 4.372 0.125
H 2.229 -4.864 4.352 0.562
H 1.641 -3.520 2.030 -1.650
H 2.533 -5.048 1.901 0.492
H 4.452 -1.856 3.850 -0.396
H 5.832 -2.719 3.158 0.581
C 2.286 -0.729 -3.345 1.358
C 0.910 -0.748 -4.008 0.392
C 0.997 -1.851 -5.168 -0.698
S 2.647 -1.590 -5.857 1.260
O 2.601 -0.762 -7.009 -0.741
O 3.329 -2.864 -5.896 -0.693
C 3.302 -0.632 -4.500 -1.135
H 2.581 -1.617 -2.824 -0.927
H 2.369 0.128 -2.676 -0.194
H 0.888 0.209 -4.491 0.169
H 0.138 -0.857 -3.270 -0.343
H 0.209 -1.768 -5.926 0.696
H 0.882 -2.884 -4.774 -0.042
H 3.379 0.414 -4.969 -0.011
H 4.289 -1.043 -4.340 0.742
C -2.475 -4.057 2.167 -0.241
C -3.386 -3.782 3.364 -0.900
C -2.680 -2.713 4.122 -0.302
S -0.947 -3.188 4.040 1.042
O -0.588 -4.087 5.121 -0.753
O -0.120 -2.012 3.916 -0.396
C -1.024 -4.093 2.508 1.392
H -2.646 -3.240 1.419 -0.208
H -2.850 -4.997 1.747 0.432
H -3.436 -4.707 3.956 0.383
H -4.357 -3.459 3.017 0.435
H -3.136 -2.465 5.112 0.483
H -2.691 -1.753 3.542 -0.160
H -0.690 -5.132 2.733 0.620
H -0.357 -3.613 1.812 -1.576
C -3.281 5.285 -0.151 -1.300
C -1.798 5.440 -0.710 -0.353
C -1.714 4.731 -2.045 0.208
S -3.315 3.972 -2.423 1.211
O -3.110 2.600 -2.891 -0.120
O -4.104 4.810 -3.336 -0.862
C -4.004 4.067 -0.748 0.014
H -3.816 6.128 -0.570 0.390
H -3.421 5.351 0.903 0.570
H -1.151 4.905 0.002 -0.329
H -1.375 6.451 -0.749 0.492
H -1.056 3.898 -2.020 -0.865
H -1.476 5.279 -2.919 0.892
H -3.510 3.172 -0.356 -0.436
H -5.082 3.999 -0.767 0.663
C -4.167 2.917 5.197 -0.970
C -4.179 1.386 5.006 -0.258
C -5.341 1.148 4.027 -0.637
S -5.016 2.331 2.788 1.202
O -6.220 2.846 2.234 -0.938
O -4.061 1.612 1.930 -0.213
C -4.062 3.534 3.808 -0.142
H -3.339 3.257 5.766 0.408
H -5.112 3.273 5.630 0.357
H -4.280 0.940 5.983 0.545
H -3.291 1.064 4.493 -0.043
H -6.285 1.310 4.487 0.495
H -5.262 0.173 3.541 -0.036
H -4.514 4.541 3.643 0.499
H -3.059 3.509 3.403 -0.334
C -1.298 -0.677 -0.723 1.974
C -1.143 -0.652 0.811 0.359
C 0.052 0.123 1.238 -0.314
S 0.065 1.493 -0.022 0.928
O 1.437 1.437 -0.578 -0.734
O -0.536 2.706 0.460 -0.128
C -1.158 0.736 -1.227 0.534
H -2.233 -1.128 -1.067 0.341
H -0.398 -1.205 -1.002 -0.537
H -1.037 -1.626 1.242 -0.436
H -2.083 -0.163 1.130 -0.550
H 0.970 -0.426 1.211 0.024
H -0.110 0.653 2.164 -0.147
H -0.702 0.861 -2.197 0.043
H -2.137 1.244 -1.255 -1.180
C 4.115 4.144 -4.219 -1.105
C 3.762 3.067 -3.184 0.543
C 2.494 3.512 -2.527 0.822
S 1.551 4.327 -3.860 0.955
O 1.156 5.596 -3.383 -0.715
O 0.541 3.433 -4.327 -0.466
C 2.857 4.409 -5.086 -0.805
H 4.926 3.850 -4.819 0.495
H 4.415 5.049 -3.727 0.435
H 4.616 2.891 -2.545 0.186
H 3.552 2.176 -3.796 -0.489
H 2.767 4.174 -1.705 0.484
H 1.881 2.711 -2.175 -1.079
H 2.773 5.353 -5.602 0.487
H 2.692 3.541 -5.753 0.264
```

Max |F|   4.24 eV/Å
Total charge   0
Energy above the lowest of the compared OMol25 structures with the same formula, charge and spin   0.00 kcal/mol
Orbital gap   10.054 eV
HOMO   -9.7 eV


Entry 2:
A structure of composition C17H8Br2N3O8Pd, computed with the ωB97M-V functional and the def2-TZVPD basis.

XYZ file:
```
39
Properties=species:S:1:pos:R:3:nbo_charge:R:1
Pd -0.534 0.402 -0.850 1.033
O 2.492 -2.158 -1.450 -0.571
C 1.374 -1.745 -1.262 0.771
O 1.156 -0.436 -1.310 -0.707
C 0.252 -2.700 -0.955 -0.266
C 0.624 -3.998 -0.661 -0.082
C -0.346 -4.943 -0.388 -0.032
C -1.686 -4.631 -0.401 -0.133
C -2.067 -3.334 -0.692 -0.011
C -1.113 -2.343 -1.004 0.365
O -1.485 -1.136 -1.383 -0.620
N -3.510 -3.045 -0.643 0.525
O -4.247 -3.969 -0.365 -0.368
O -3.883 -1.910 -0.863 -0.366
N 0.059 -6.324 -0.077 0.536
O 1.248 -6.559 -0.048 -0.364
O -0.823 -7.131 0.126 -0.364
H 1.673 -4.258 -0.655 0.282
H -2.433 -5.380 -0.183 0.290
C 0.684 2.622 -2.694 -0.685
C 0.729 3.151 -1.308 0.353
C 1.230 4.423 -1.012 -0.232
C 1.289 4.857 0.287 -0.061
C 0.849 4.003 1.312 -0.145
C 0.919 4.322 2.707 0.114
Br 1.558 5.954 3.248 0.333
C 0.544 3.433 3.734 -0.335
C 0.070 2.195 3.428 -0.029
Br -0.405 0.982 4.701 0.361
C -0.129 1.789 1.992 0.462
O -0.656 0.750 1.709 -0.383
C 0.349 2.748 0.939 0.180
N 0.290 2.337 -0.321 -0.453
H 0.929 3.391 -3.422 0.247
H -0.303 2.212 -2.915 0.261
H 1.396 1.796 -2.784 0.298
H 1.576 5.052 -1.820 0.261
H 1.682 5.837 0.518 0.253
H 0.649 3.745 4.764 0.279
```

Max |F|   0.41 eV/Å
Total charge   +1
Energy above the lowest of the compared OMol25 structures with the same formula, charge and spin   0.00 kcal/mol
Orbital gap   3.182 eV
HOMO   -11.2 eV


Entry 3:
A structure of composition C40H34Cl2GeN5O3STl in a non-equilibrium geometry, computed with the ωB97M-V functional and the def2-TZVPD basis.

XYZ file:
```
87
Properties=species:S:1:pos:R:3:mulliken_charge:R:1
Tl 0.733 -0.268 -0.311 0.579
Cl 0.036 -6.772 -6.047 -0.269
C 0.637 -5.553 -5.014 0.219
C -0.056 -4.406 -4.848 -0.564
C 0.535 -3.465 -3.975 -0.701
N -0.255 -2.337 -3.616 0.489
C -0.282 -0.992 -3.986 -0.524
O 0.258 -0.488 -4.939 -0.698
C -1.489 -0.748 -2.983 2.013
C -2.629 -0.057 -3.648 -0.812
C -3.418 0.824 -2.925 -0.748
C -3.142 1.210 -1.561 -0.827
C -2.008 0.658 -1.077 -0.498
N -1.195 -0.201 -1.688 -0.160
C 1.746 -3.633 -3.256 0.584
C 2.410 -4.884 -3.513 -0.843
C 1.844 -5.811 -4.312 0.253
Cl 2.567 -7.333 -4.399 -0.252
N 2.250 -2.637 -2.412 -0.128
C 3.196 -3.008 -1.555 0.529
O 3.793 -4.057 -1.322 -0.770
C 3.746 -1.759 -0.925 0.140
C 3.901 -1.758 0.464 -0.762
C 4.343 -0.665 1.114 -0.102
C 4.675 0.500 0.387 -0.537
C 4.495 0.433 -0.993 -0.161
N 4.102 -0.650 -1.636 -0.413
H -1.092 -4.238 -5.228 0.407
H -2.901 -0.243 -4.681 0.412
H -4.245 1.333 -3.490 0.223
H -3.635 2.064 -1.033 0.317
H -1.664 1.035 -0.117 0.607
H 3.341 -5.100 -2.967 0.539
H 3.663 -2.664 0.960 0.433
H 4.475 -0.739 2.169 0.440
H 4.874 1.414 0.894 0.454
H 4.706 1.294 -1.648 0.376
C -0.427 -1.997 3.580 -1.641
Ge -1.158 -0.734 2.112 1.134
C -3.082 -1.218 2.237 -0.491
C -3.643 -1.590 3.461 -0.311
C -4.988 -1.911 3.514 -0.533
C -5.735 -2.064 2.342 -0.528
C -5.163 -1.703 1.115 -0.700
C -3.831 -1.311 1.085 0.092
C -1.065 1.173 2.962 -0.267
C -2.111 2.067 2.758 -0.053
C -2.016 3.427 3.119 -1.113
C -0.809 3.933 3.547 -0.678
C 0.320 3.110 3.693 0.684
C 1.651 3.567 4.060 -0.686
C 2.723 2.767 4.377 -0.931
C 2.496 1.354 4.202 -0.393
C 1.271 0.888 3.741 -0.237
C 0.177 1.738 3.444 0.989
H -0.757 -1.734 4.594 0.371
H 0.658 -2.139 3.560 0.464
H -0.998 -2.917 3.310 0.524
H -3.088 -1.575 4.439 0.093
H -5.425 -2.154 4.468 0.368
H -6.747 -2.416 2.408 0.366
H -5.793 -1.615 0.248 0.401
H -3.383 -0.955 0.213 0.431
H -3.034 1.671 2.361 0.433
H -2.844 4.142 3.068 0.310
H -0.643 4.987 3.832 0.258
H 1.666 4.633 4.160 0.362
H 3.718 3.140 4.692 0.328
H 3.270 0.614 4.485 0.336
H 1.147 -0.198 3.604 -0.124
C 0.368 2.681 -2.656 -1.027
N 0.661 3.362 -1.360 0.504
C -0.421 3.655 -0.453 -1.599
C 1.914 3.956 -1.216 0.688
C 2.231 4.510 0.163 -1.040
O 2.724 3.923 -2.093 -0.655
H 1.138 1.957 -2.819 0.280
H 0.380 3.451 -3.463 0.355
H -0.506 2.059 -2.524 0.409
H -0.396 4.669 -0.143 0.557
H -0.439 2.946 0.415 0.481
H -1.381 3.454 -0.888 0.416
H 1.472 5.156 0.552 0.384
H 3.182 5.000 0.133 0.395
H 2.262 3.643 0.845 0.077
S -2.416 -3.446 -2.314 -0.376
C -1.445 -2.258 -2.855 -0.356
```

Max |F|   2.89 eV/Å
Total charge   -2
Orbital gap   5.852 eV
HOMO   -1.7 eV


> Look up the HOMO of the second one.

-11.2 eV


> What is the formula in the second record?

C17H8Br2N3O8Pd


> Among the records above, which one has the lowest HOMO?

C17H8Br2N3O8Pd